The following is a quantum chemistry calculation of the molecule C11H20O3Si at a distorted geometry, from the Open Molecules 2025 dataset.

Geometry as XYZ:
```
35
Properties=species:S:1:pos:R:3
O 1.513 -4.440 -1.082
O 3.062 -2.312 -1.777
O 0.170 -2.228 -1.787
C 2.924 -1.420 0.448
C -1.120 2.656 1.078
C 1.966 -0.567 0.082
C -0.970 1.389 1.363
Si 1.585 -3.008 -1.662
C 3.762 -2.117 -0.559
C -2.238 -2.162 -2.029
C -2.104 4.962 1.345
C -0.978 -2.952 -2.141
C -1.704 3.644 2.041
C 1.083 0.096 1.047
C -0.301 0.393 0.480
H 3.050 -1.737 1.478
H -0.741 3.020 0.135
H 1.827 -0.373 -0.978
H -1.155 1.046 2.392
H 4.637 -1.487 -0.794
H 4.143 -3.083 -0.217
H -3.105 -2.753 -2.373
H -2.263 -1.239 -2.635
H -2.418 -1.813 -1.031
H -2.955 4.785 0.665
H -1.294 5.338 0.693
H -2.390 5.725 2.063
H -0.834 -3.264 -3.191
H -1.047 -3.862 -1.524
H -0.975 3.823 2.848
H -2.590 3.198 2.483
H 0.946 -0.546 1.933
H 1.550 1.016 1.430
H -0.169 0.802 -0.547
H -0.866 -0.528 0.322
```

As for the multiplicity: 1. The SMILES is CC/C=C/CC/C=C/CO[Si](=O)OCC. Its LUMO energy is 0.07 eV. The charge is 0.

***

The following is a quantum chemistry calculation of a 3-piece molecular cluster, C19H19N2O2P overall at a distorted geometry, from the Open Molecules 2025 dataset.

Geometry as XYZ:
```
43
Properties=species:S:1:pos:R:3
C 4.381 0.604 -1.370
C 3.304 0.447 -2.295
C 1.833 0.309 -3.078
C 0.615 -0.084 -2.027
C 1.168 -0.448 -0.500
N 1.936 -0.684 0.532
C -0.340 1.244 -1.871
C -1.715 0.800 -1.052
N -2.856 0.912 -0.404
P -0.341 -1.617 -2.644
O -1.194 -2.435 -1.333
O 0.788 -2.796 -3.261
H 5.020 0.639 -0.363
H 1.612 1.387 -3.517
H 1.970 -0.452 -3.958
H -0.646 1.567 -2.979
H 0.235 2.143 -1.343
H -0.509 -2.742 -0.639
H 1.742 -2.519 -3.129
C -4.798 -1.955 -0.316
C -5.277 -2.701 -1.392
C -6.232 -3.696 -1.181
C -6.714 -3.938 0.106
C -6.237 -3.189 1.181
C -5.276 -2.201 0.972
H -4.051 -1.182 -0.480
H -4.907 -2.508 -2.395
H -6.601 -4.282 -2.018
H -7.462 -4.710 0.270
H -6.614 -3.376 2.184
H -4.900 -1.621 1.810
C 3.824 2.120 2.418
C 3.078 3.298 2.446
C 3.590 4.434 3.072
C 4.854 4.394 3.663
C 5.601 3.217 3.632
C 5.084 2.079 3.014
H 3.423 1.234 1.933
H 2.097 3.331 1.979
H 3.006 5.350 3.099
H 5.255 5.281 4.147
H 6.586 3.187 4.091
H 5.664 1.160 2.995
```

As for the multiplicity: 1. The SMILES is C#CC[C@@](C#N)(CC#N)P(O)O.c1ccccc1.c1ccccc1. Its LUMO energy is -0.27 eV. The charge is 0.

***

The following is a quantum chemistry calculation of the molecule C12H10Cl2Si at a distorted geometry, from the Open Molecules 2025 dataset.

Geometry as XYZ:
```
25
Properties=species:S:1:pos:R:3
Cl 1.609 2.147 2.422
Cl -0.333 -0.908 3.233
C -3.462 1.381 -0.615
C 2.982 -2.023 -1.406
C -2.626 2.441 -0.440
C -3.140 0.151 -0.110
C 3.435 -0.831 -0.871
C 1.720 -2.380 -1.082
C -1.437 2.292 0.315
C -2.030 -0.070 0.601
C 2.689 -0.120 0.095
C 0.993 -1.683 -0.097
C -1.101 0.985 0.732
C 1.463 -0.570 0.479
Si 0.462 0.411 1.635
H -4.335 1.612 -1.272
H 3.589 -2.625 -2.029
H -2.809 3.398 -0.959
H -3.876 -0.676 -0.229
H 4.344 -0.417 -1.165
H 1.253 -3.300 -1.437
H -0.821 3.159 0.327
H -1.846 -1.074 1.053
H 3.186 0.765 0.546
H 0.091 -2.066 0.275
```

As for the multiplicity: 1. The SMILES is Cl[Si](Cl)(c1ccccc1)c1ccccc1. Its LUMO energy is 0.23 eV. The charge is 0.

***

The following is a quantum chemistry calculation of C7H15NO as an isolated structure at a distorted geometry, from the Open Molecules 2025 dataset.

Geometry as XYZ:
```
24
Properties=species:S:1:pos:R:3
C 2.066 -0.088 -0.520
N 2.587 -1.290 0.019
C 0.702 0.929 0.379
O 0.691 2.075 -0.089
H 2.837 -1.235 0.997
H 2.032 -2.116 -0.155
H 1.129 0.639 1.347
H 2.748 0.745 -0.364
H 1.867 -0.165 -1.585
C -0.887 -0.824 1.726
C -1.970 1.129 0.513
C -0.697 0.137 -2.022
C -0.859 0.097 0.520
C -0.438 -0.489 -0.702
H -0.045 -1.497 -0.678
H -0.818 -0.249 2.651
H -1.821 -1.394 1.758
H -0.061 -1.538 1.707
H -2.052 1.596 1.495
H -1.768 1.919 -0.207
H -2.928 0.662 0.271
H -1.772 0.200 -2.214
H -0.226 -0.412 -2.837
H -0.318 1.168 -2.007
```

As for the multiplicity: 1. Its LUMO energy is 0.30 eV. The charge is 0.

***

The following is a quantum chemistry calculation of C16H17I2IrO6S2Se as an isolated structure at a distorted geometry, from the Open Molecules 2025 dataset.

Geometry as XYZ:
```
45
Properties=species:S:1:pos:R:3
Ir 1.483 2.518 -0.282
I 3.844 3.092 -1.492
C 3.091 5.091 -1.870
I 0.899 4.956 -1.192
H 3.199 5.294 -2.929
H 3.682 5.778 -1.270
O -2.836 2.921 -1.300
S -1.708 3.047 -0.438
O -1.150 4.416 -0.354
O -0.643 2.087 -0.830
C -2.255 2.666 1.227
C -3.622 2.794 1.425
C -4.173 2.586 2.680
C -3.354 2.258 3.749
C -1.990 2.113 3.547
C -1.444 2.308 2.286
S 0.328 2.092 2.197
O 0.887 3.347 1.642
O 0.793 1.773 3.507
O 0.626 1.006 1.221
H -4.233 3.049 0.575
H -5.238 2.680 2.818
H -3.771 2.123 4.735
H -1.315 1.863 4.350
C 1.212 -6.310 -1.129
C 1.041 -4.836 -1.158
C 0.598 -4.164 -2.300
C 0.452 -2.795 -2.325
C -0.036 -2.110 -3.559
C 0.791 -2.046 -1.164
Se 0.673 -0.172 -1.256
C 1.199 -2.713 0.017
C 1.519 -1.988 1.281
C 1.326 -4.087 -0.017
H 0.962 -6.766 -2.082
H 0.579 -6.746 -0.357
H 2.243 -6.553 -0.872
H 0.350 -4.731 -3.184
H -0.251 -2.837 -4.339
H 0.715 -1.414 -3.935
H -0.945 -1.543 -3.351
H 1.278 -0.930 1.229
H 2.578 -2.095 1.517
H 0.959 -2.420 2.108
H 1.657 -4.600 0.874
```

As for the multiplicity: 6. Its LUMO energy (spin up / spin down) is -3.34 / -6.40 eV. The charge is +1.

***

The following is a quantum chemistry calculation of the molecule C20H33ClN2O4, from the Open Molecules 2025 dataset.

Geometry as XYZ:
```
60
Properties=species:S:1:pos:R:3
C -0.442 2.970 -3.883
N -0.028 2.155 -2.744
C -0.806 2.348 -1.531
C -2.215 1.752 -1.561
O -3.082 2.744 -2.069
C -2.358 0.343 -2.192
N -2.624 -0.174 -0.857
C -2.641 -1.452 -0.414
O -2.557 -2.396 -1.182
C -2.700 -1.614 1.089
C -1.285 -1.574 1.651
C -0.316 -2.734 1.341
C 0.260 -2.578 2.754
O 1.424 -1.768 2.678
C -1.032 -1.808 3.168
C -0.860 -0.560 4.011
C -2.031 -2.766 3.801
C -2.643 1.126 -0.201
C 1.297 1.807 -2.743
O 2.031 2.176 -3.641
C 1.911 0.886 -1.661
Cl 0.703 -0.303 -1.010
C 2.456 1.735 -0.503
C 3.229 0.910 0.522
C 4.356 0.125 -0.141
C 3.814 -0.755 -1.262
C 3.044 0.068 -2.289
H -0.093 2.511 -4.803
H -1.526 3.037 -3.879
H -0.021 3.979 -3.829
H -0.268 1.921 -0.696
H -0.921 3.421 -1.337
H -3.968 2.376 -2.153
H -3.213 0.268 -2.871
H -1.470 -0.067 -2.669
H -3.308 -0.826 1.545
H -3.172 -2.575 1.296
H -0.809 -0.630 1.374
H -0.844 -3.678 1.206
H 0.398 -2.605 0.531
H 0.465 -3.494 3.320
H 1.717 -1.568 3.573
H -0.556 -0.804 5.033
H -0.115 0.107 3.576
H -1.806 -0.016 4.076
H -1.695 -3.054 4.800
H -3.014 -2.301 3.900
H -2.150 -3.679 3.215
H -1.942 1.249 0.628
H -3.641 1.447 0.113
H 3.119 2.477 -0.961
H 1.648 2.287 -0.019
H 3.625 1.580 1.288
H 2.547 0.216 1.023
H 5.092 0.825 -0.552
H 4.876 -0.484 0.601
H 4.631 -1.272 -1.770
H 3.166 -1.527 -0.837
H 2.631 -0.566 -3.075
H 3.710 0.782 -2.775
```

As for the multiplicity: 1. The SMILES is CN(CC1(O)CN(C(=O)C[C@@H]2C[C@@H](O)C2(C)C)C1)C(=O)C1(Cl)CCCCC1. Its LUMO energy is 0.48 eV. The charge is 0.

***

| no. | E (hartree) |
| --- | --- |
| 1 | -946.36827 |
| 2 | -1336.39068 |
| 3 | -1673.23537 |
| 4 | -405.57430 |
| 5 | -4968.43477 |
| 6 | -1652.55944 |